# 1
13
Properties=species:S:1:pos:R:3 method="wB97M-V/def2-TZVPD" smiles="C=CO.CS" mol_weight_g_mol=92.16 total_charge=0 homo_energy_ev=-8.7
C 0.16 1.86 0.45
C -0.86 1.03 0.87
O -1.03 0.90 2.20
H 0.42 2.07 -0.49
H 0.91 2.19 1.25
H -1.42 0.39 0.18
H -1.92 0.41 2.34
C 1.10 -1.30 -1.14
S -0.28 -2.37 -0.62
H 2.01 -1.64 -0.59
H 1.36 -1.38 -2.12
H 0.90 -0.26 -1.05
H -1.34 -1.87 -1.28

# 2
13
Properties=species:S:1:pos:R:3 method="wB97M-V/def2-TZVPD" smiles=OCCCS mol_weight_g_mol=92.16 total_charge=0 homo_energy_ev=-9.2
O -0.15 2.09 1.39
C -0.73 0.86 0.90
C 0.33 -0.01 0.19
C -0.29 -0.84 -1.04
S 0.76 -2.23 -1.56
H 0.69 1.75 1.73
H -1.16 0.26 1.72
H -1.53 1.22 0.26
H 1.08 0.60 -0.30
H 0.80 -0.70 0.89
H -0.50 -0.26 -1.93
H -1.24 -1.17 -0.65
H 1.93 -1.56 -1.59

# 3
13
Properties=species:S:1:pos:R:3 method="wB97M-V/def2-TZVPD" smiles="C=O.CCS" mol_weight_g_mol=92.16 total_charge=0 homo_energy_ev=-8.8
C 1.70 -2.49 0.87
O 0.95 -2.41 -0.06
H 2.52 -1.77 1.06
H 1.89 -3.47 1.35
C -0.74 2.44 0.98
C -0.19 1.07 0.47
S -0.74 0.53 -1.19
H -1.00 2.96 0.06
H -1.58 2.29 1.64
H 0.01 2.93 1.59
H -0.51 0.33 1.20
H 0.89 1.12 0.38
H -2.03 0.61 -0.87

# 4
13
Properties=species:S:1:pos:R:3 method="wB97M-V/def2-TZVPD" smiles="CC=O.CS" mol_weight_g_mol=92.16 total_charge=0 homo_energy_ev=-9.1
C -0.75 -0.58 3.02
C -1.27 -1.96 2.76
O -0.88 -3.05 3.06
H -1.44 0.20 3.18
H 0.17 -0.28 2.49
H -0.19 -0.48 3.98
H -2.25 -1.94 2.16
C 0.72 0.92 -3.35
S 1.95 2.25 -2.89
H 0.11 1.34 -4.16
H 1.17 0.01 -3.70
H 0.18 0.80 -2.44
H 2.49 2.77 -4.12

Let's list ΔE to the lowest compared entry with this formula, charge and spin in order: 168.0, 45.0, 120.3, 128.2 kJ/mol.